C4H7NO2 | wB97M-V/def2-TZVPD

```
14
Properties=species:S:1:pos:R:3:forces:R:3:mulliken_charge:R:1
C -0.72017 -0.46691 -0.97619 -0.9 1.5 -1.3 -0.8764
N -1.63634 0.27221 -0.42556 -1.8 -1.9 1.9 0.7342
O -2.15096 1.38166 -0.49555 1.2 0.6 -1.2 -0.7024
O -2.31353 -0.48268 0.66710 3.1 -2.0 -1.2 -0.4570
H -0.15926 -0.02310 -1.83470 -0.8 -0.5 1.1 0.4550
H -0.67061 -1.49823 -0.64908 0.1 0.4 0.0 0.4293
H -3.04351 0.04578 0.86905 -1.8 1.8 0.2 0.3155
C 0.98139 0.65432 1.36080 -0.4 -0.6 3.5 -0.6521
C 1.42963 0.08829 0.31184 1.4 0.7 -0.3 0.4589
C 2.11903 -0.36406 -0.68418 -0.9 -0.8 0.5 -0.8066
H 0.17857 1.31818 1.53677 -0.7 1.0 -0.9 0.3160
H 1.23830 0.27977 2.38500 0.3 -0.1 -1.1 0.1996
H 3.06045 0.02889 -0.93702 0.9 0.4 -0.5 0.2770
H 1.68702 -1.23411 -1.12828 0.4 -0.5 -0.7 0.3089
```
Positions in Å, forces in eV/Å.

The value obtained for the HOMO energy is -8.97 eV. As for the HOMO-LUMO gap: 0.3537 Ha. For the total energy, the calculation gives -361.6188 a.u. As for the SMILES: C=[N+]([O-])O.C=C=C.